# C17H17Cl2F5FeN3S2

A structure of composition C17H17Cl2F5FeN3S2 (the ωB97M-V functional and the def2-TZVPD basis, the OMol25 dataset).

Each line ends with the Mulliken charge.
Element x y z (Å)
C 2.470 0.014 -0.880  0.666
H -2.773 -0.569 -2.719  0.416
C -1.414 3.293 2.587  -0.466
N -0.092 1.900 0.590  -0.105
C -2.044 0.114 -2.287  -1.010
H -1.944 3.824 3.365  0.456
H -2.069 1.060 -2.824  0.317
H -1.181 -6.154 2.912  0.399
H -1.709 -2.305 4.717  0.361
H -1.792 1.364 3.435  0.383
H -0.092 0.426 -4.490  0.334
C -1.314 1.909 2.634  -1.005
N -0.730 -0.916 2.698  -0.145
H 0.981 -0.956 -4.206  0.319
C -0.428 -0.225 1.577  0.678
H 0.258 3.720 -0.305  0.108
Fe 0.816 0.745 -0.965  0.882
S -0.409 -0.640 -2.324  0.269
F 4.606 -0.383 -1.862  -0.266
H -1.913 -4.766 4.833  0.395
H -0.242 -5.075 0.906  0.407
H 1.069 4.614 -3.721  0.362
C -1.382 -2.920 3.886  -0.688
F 2.989 1.344 -0.654  -0.365
H -0.923 -0.406 3.540  0.180
C -0.560 -4.469 1.746  -0.762
Cl 0.399 2.510 -2.938  -0.134
C -0.191 3.230 0.548  0.188
C -0.626 1.253 1.627  0.616
C 1.626 3.802 -3.272  -0.427
F 3.002 0.258 -3.171  -0.237
C -0.420 -3.092 1.689  0.915
C -1.497 -4.302 3.949  -0.618
C -0.033 -0.580 -4.084  -1.004
F 2.990 -1.747 -2.336  -0.245
C -0.833 3.969 1.531  -0.910
S 0.329 -2.378 0.262  -0.241
N 0.002 -0.698 0.456  -0.042
C -0.838 -2.325 2.762  0.229
F 2.816 -0.709 0.191  -0.248
H -0.722 -1.234 -4.616  0.413
C 3.301 -0.469 -2.079  0.405
H -2.299 0.285 -1.242  0.243
H 2.332 3.352 -3.959  0.326
H -0.873 5.046 1.453  0.445
C -1.089 -5.077 2.877  -0.705
Cl 2.447 4.363 -1.838  -0.094

Results
Total charge: +1
Gap between HOMO and LUMO (alpha / beta) in hartree: 0.249 / 0.249
Maximum force in Eh/bohr: 0.063
Energy above the lowest of the compared OMol25 structures with the same formula, charge and spin in kcal/mol: 12.83